Record 1
C42H93N3O6 | ωB97M-V/def2-TZVPD

The geometry in ORCA input format:
```
! wB97M-V def2-TZVPD RIJCOSX def2/J DEFGRID3
* xyz 0 1
C 0.23 -0.95 0.66
C -0.31 -2.17 3.58
H 0.68 1.60 -3.84
H 0.66 2.11 2.16
H -1.88 -3.58 3.79
H -2.26 2.30 0.97
H 2.20 -6.20 0.38
C -2.29 0.05 -1.37
C 6.34 -2.71 2.09
H 1.32 -3.00 1.46
H 1.61 1.43 3.43
H 0.12 -6.08 -0.25
H 5.43 -4.07 3.42
H -3.10 -2.01 1.94
C -0.76 -2.14 0.58
C 5.42 -3.97 2.33
H 3.76 1.24 -0.32
C 0.66 1.38 0.39
H 0.01 -3.41 0.08
C -4.30 2.64 -1.30
N -2.00 0.68 -3.77
H -2.25 -1.45 -5.41
H -0.55 2.95 5.99
H 2.70 -6.00 1.94
H 2.15 -2.79 -1.02
C -2.97 0.26 -2.71
H 3.57 -0.38 -1.89
H 2.79 0.85 -4.26
H -0.09 2.11 -5.34
H -1.17 3.95 4.78
H -3.88 0.86 -2.74
H 0.38 2.42 0.47
C 1.88 -4.48 -2.43
C 3.87 1.66 -1.32
H -3.40 -2.19 3.62
H -1.14 2.83 2.20
H -1.47 -2.08 1.40
H -0.79 2.16 -1.05
C -0.36 3.24 4.95
C 3.78 0.57 -2.38
H 0.90 4.73 -0.96
H 4.76 2.26 -1.53
C -0.52 3.09 -1.54
C 1.13 1.30 -1.04
H -1.30 -0.40 -1.28
H -3.07 3.76 -0.49
H -6.46 2.47 -1.65
C 3.13 -6.03 0.94
O 1.78 -5.61 -1.53
O -1.76 3.67 -2.07
H 0.49 -2.20 2.84
H -4.37 3.72 -1.21
O 1.37 3.53 3.43
C -0.83 -0.77 3.84
H 2.81 -4.11 0.02
H -3.45 1.36 -5.23
C 0.34 -3.98 -0.78
H 0.22 -2.60 4.43
C 1.35 -3.28 -1.58
H -0.20 0.01 3.41
C -5.86 1.70 0.25
C -2.60 0.67 -5.17
H 1.72 3.17 5.38
H 1.74 0.26 -3.00
C 3.57 -4.61 0.62
C 2.55 0.95 -3.20
H -0.20 -3.07 0.70
O -2.08 -0.67 3.22
C -0.44 2.10 3.96
C -1.01 0.70 1.91
H 0.77 -1.08 -0.28
H 5.86 -1.75 2.27
C -1.47 2.05 -3.51
H -2.27 1.08 -1.01
H -1.21 2.38 3.24
H -3.99 -1.04 -5.34
H 1.29 2.69 -2.91
H -1.27 2.36 -2.48
H -3.27 -0.76 -2.99
H 1.39 -5.05 0.60
O -4.61 1.53 0.81
H 0.27 1.48 -1.67
C 1.06 3.78 4.75
C -2.61 -1.97 2.91
O 2.77 2.55 -1.53
H -1.91 1.11 -5.89
H 1.54 -1.54 2.41
H 3.72 -6.92 0.71
H 6.54 -2.70 1.02
H -5.51 0.92 -1.72
H 1.46 0.32 -1.40
N 4.07 -3.75 1.69
C -1.19 5.11 -0.33
H 7.26 -2.49 2.64
C -0.02 4.25 -0.66
H -2.78 1.54 -0.29
H 1.05 4.82 5.07
C -1.80 2.01 1.91
C -5.64 1.88 -1.23
H -2.56 1.96 2.70
H 0.32 3.71 0.23
C 0.92 -5.34 -0.34
H 2.85 -4.29 -2.88
C -3.61 2.19 -0.01
H 2.32 -1.73 0.84
H -1.38 -2.16 -0.32
C 2.05 -2.25 1.76
H -3.14 3.03 0.50
H 0.09 2.78 -2.39
H 4.74 0.60 -2.90
C -1.47 -2.92 3.03
H -0.66 1.10 4.33
H -1.09 6.07 -0.84
H 1.33 -4.61 -3.37
H -3.07 5.13 -1.49
H -1.82 -0.03 2.02
H -2.13 2.84 -3.85
H 1.51 1.19 1.05
H -1.41 5.36 0.71
H -3.66 2.43 -2.16
C 0.89 2.23 3.22
H 2.81 3.18 -3.50
H 1.08 -0.97 1.35
C -3.01 -0.71 -5.66
C -0.13 2.20 -4.25
H -0.91 -0.64 4.92
H 3.79 -2.13 3.05
H 0.87 -2.60 -2.29
H -6.40 0.82 0.58
H -0.62 -4.16 -1.27
H 5.94 -4.82 1.89
H -3.05 -0.74 -6.75
H -1.30 -3.45 2.09
H 2.70 -3.49 3.28
H -6.35 2.60 0.62
C 2.35 2.41 -2.88
C 3.22 -2.90 2.53
H -0.29 0.64 2.72
H 4.33 -4.69 -0.16
H -2.91 -0.67 -0.83
C -2.39 4.40 -1.04
N -0.38 0.38 0.60
H 0.08 3.27 -4.22
H 1.75 2.16 -1.28
*
```

Record 2
C42H94FI3N14O15S | ωB97M-V/def2-TZVPD

The geometry in ORCA input format:
```
! wB97M-V def2-TZVPD RIJCOSX def2/J DEFGRID3
* xyz 0 1
O 5.92 -1.51 3.51
C -9.91 5.09 -1.66
C 5.35 -0.93 4.43
H 9.75 1.95 5.11
H -10.97 3.25 -1.90
H -3.24 0.95 1.95
N -13.51 1.50 0.57
H -14.45 1.71 -1.30
C 3.97 -4.53 -1.28
H 7.31 -8.00 -2.95
O 1.52 1.58 -5.01
H -12.99 0.71 -1.28
H 2.29 -1.19 -3.86
H -4.95 2.46 -8.53
H -1.51 1.65 -9.29
H -5.21 -0.19 5.47
H -6.75 -0.35 -0.98
C 1.29 1.28 6.03
H -14.49 0.08 -0.59
C -13.89 0.98 -0.73
H 8.39 -7.26 -5.05
H 4.62 -7.96 -5.47
C -6.97 0.46 4.42
H -6.29 0.86 6.43
H -0.42 1.12 -7.99
F -1.69 -3.25 0.40
C 7.84 -3.46 0.50
H -15.55 3.30 0.03
C -14.56 3.70 0.26
C 1.68 -0.33 -3.57
N 7.78 -3.14 1.82
C 12.14 1.46 2.84
H 8.55 3.15 -0.46
C 8.76 2.15 -0.07
H -14.03 3.93 -0.67
O -7.12 1.20 3.46
N -10.00 5.28 -0.31
N -7.22 2.27 -4.41
H -5.56 3.55 -4.68
C -3.14 2.73 -7.44
C -7.13 2.08 -3.07
H 9.75 -4.43 0.36
H -1.57 -0.19 5.88
H 11.70 3.08 6.14
C 5.34 1.07 5.99
H 3.69 -6.80 -4.50
H 9.78 -2.70 -0.05
C -10.01 3.68 -2.17
C -7.81 -1.56 5.70
H 4.02 -0.24 -2.61
H -8.76 -1.51 6.23
C 8.88 -2.93 2.74
C -3.79 -0.24 0.28
H 4.05 -5.50 -1.78
C -0.94 1.97 -8.42
H -5.29 1.55 5.14
C -3.89 2.26 -8.66
C 4.69 -7.08 -4.82
H 0.48 0.24 4.55
H -12.97 0.91 1.19
N 6.81 -7.79 -3.80
H 0.66 -0.51 -3.89
O -0.09 -5.00 -0.12
C 7.58 -0.37 -1.08
H 4.22 -4.68 -0.23
O 2.42 1.12 5.59
H 9.84 -3.06 2.26
H 4.73 1.35 -2.29
H -1.33 1.39 6.65
C 4.08 -1.46 5.04
H 4.23 -1.67 6.10
H -7.69 -2.56 5.28
H 12.04 1.23 1.78
N 0.22 0.75 5.38
H -6.47 -0.21 0.76
H 1.97 2.42 7.69
H 7.84 1.71 0.32
H 6.10 1.14 6.77
H -3.75 1.19 -8.80
O -7.94 1.37 -2.49
H -6.59 -1.81 0.00
H -8.53 -0.67 3.91
H 4.43 0.68 6.41
H 12.75 1.98 5.24
C 4.43 0.65 -3.07
H 6.90 -7.68 -5.90
H -9.92 3.68 -3.25
H -6.94 3.85 -5.75
O -3.72 3.25 -6.49
H -5.90 2.44 -6.00
H -1.37 2.90 -6.56
N -7.82 -0.58 4.62
I 3.22 -2.31 0.88
H 3.76 2.14 -4.43
C 2.57 -4.01 -1.47
H 9.48 2.22 0.73
N -1.80 2.56 -7.41
H -4.63 -0.09 2.25
H 0.55 1.42 8.04
N 10.69 1.88 4.77
H -0.20 2.71 -8.74
N 3.48 1.30 -3.95
H 5.32 0.38 -3.65
O 9.46 -0.38 -2.57
C 1.03 2.06 7.29
H 3.27 -0.75 4.91
C 9.21 -3.62 -0.12
N 0.61 -2.58 -0.95
H -4.80 1.38 1.26
H 9.09 -3.87 -1.18
O -13.37 3.01 2.22
H 7.72 -0.59 -0.02
H 1.69 -0.21 -2.49
H -10.24 3.27 0.31
H 7.33 -1.30 -1.58
H -9.20 3.08 -1.76
H -1.73 1.30 4.93
C 7.53 -7.92 -5.06
H 4.67 -3.81 -1.72
C -4.15 0.55 1.52
I 0.30 -1.12 0.53
I 1.54 -4.85 -3.14
H 3.81 -2.39 4.53
H 8.79 -3.64 3.57
O -1.31 -3.94 -1.83
C -5.87 0.68 5.44
H 6.76 0.33 -1.22
O 5.07 -7.35 -2.47
H -6.07 2.53 -1.29
H 8.81 -1.92 3.14
H 5.16 2.07 5.59
S -0.61 -3.79 -0.63
H -4.49 -1.33 -1.22
C 1.98 -3.10 -0.72
H 11.70 1.35 6.52
C -6.23 -0.79 -0.13
H -14.69 4.63 0.82
H 7.88 -8.95 -5.16
H -11.10 4.49 1.27
H -5.04 2.44 -2.73
H -3.54 2.79 -9.55
C 5.52 -7.41 -3.60
C -13.77 2.73 1.10
C 8.86 0.18 -1.66
C 11.78 2.08 5.72
H -9.93 6.24 -0.03
H 10.18 1.66 -1.57
O -2.64 -0.36 -0.11
C -6.34 3.08 -5.25
C -6.01 2.78 -2.34
H -6.10 3.86 -2.45
O -9.75 6.05 -2.40
H -7.99 1.78 -4.84
C -10.18 4.27 0.72
N 9.33 1.34 -1.14
H -9.34 4.32 1.41
O 6.81 -3.60 -0.14
H 6.84 -3.04 2.17
C -1.18 0.83 5.74
O 9.75 1.45 2.79
H 0.39 2.92 7.08
N -4.81 -0.82 -0.41
C 2.20 0.92 -4.24
H 6.71 0.51 4.46
H 12.70 0.65 3.32
H 12.70 2.39 2.94
N 5.86 0.23 4.92
H -7.00 -1.37 6.40
H 5.13 -6.25 -5.36
C 10.77 1.59 3.45
*
```

Number 1: HOMO -7.358 eV, HOMO-LUMO gap 7.9 eV, calculated total energy -2270.32362 hartree. Number 2: HOMO -7.837 eV, HOMO-LUMO gap 7.1 eV, calculated total energy -4943.12146 hartree.